The following is a DFT calculation (ωB97M-V with the def2-TZVPD basis set) of C38H49ClCoN3O5Si as an isolated structure at a distorted geometry.

```
98
Properties=species:S:1:pos:R:3:forces:R:3:mulliken_charge:R:1
O 3.232104 -2.316779 -1.180661 0.43 0.95 -0.08 -0.561
C 3.775603 -1.248366 -1.138038 0.03 1.20 -0.09 -0.869
C 4.691460 -0.701725 -0.073402 -0.07 -0.95 0.08 0.867
C 4.533377 -0.142793 1.198970 -0.06 -0.76 -0.65 0.227
H 3.594435 0.352530 1.448034 0.17 -0.48 0.35 0.393
C 5.594567 -0.279031 2.092769 -0.60 0.70 -0.22 -0.871
H 5.458648 0.108657 3.080204 0.07 0.17 0.49 0.426
C 6.781918 -0.874027 1.724365 0.03 -0.49 -0.29 -0.580
H 7.572372 -1.017265 2.452450 -0.05 0.06 -0.10 0.409
C 6.930152 -1.335550 0.418119 0.86 0.37 0.31 -0.737
H 7.846781 -1.797902 0.106315 0.38 -0.12 0.00 0.425
C 5.927342 -1.181832 -0.502095 -0.23 -0.23 0.35 -0.478
H 6.005497 -1.566617 -1.519352 0.24 0.02 0.25 0.377
H 3.872808 -0.638524 -2.023224 -0.14 0.14 -0.90 0.815
C 2.442173 1.055184 -2.920884 0.44 0.79 0.79 -1.190
C 2.496906 1.158646 -1.336877 1.33 -1.16 -3.05 2.130
H 3.450731 1.412398 -3.260204 -1.01 -0.44 -0.20 0.477
H 1.656172 1.810751 -3.193552 0.64 -0.82 -0.19 0.414
H 2.187639 0.037904 -3.332420 0.28 1.30 0.63 0.259
C 3.371859 2.004934 -0.795572 -0.10 1.19 0.37 -0.726
C 3.567363 3.372935 -1.344432 0.11 0.27 -0.69 -1.527
H 3.799696 1.821963 0.173013 0.10 0.08 0.23 0.300
H 4.603605 3.574224 -1.599990 0.40 -0.18 -0.04 0.455
H 3.319223 4.095531 -0.576160 -0.22 0.08 0.16 0.396
H 2.961618 3.566797 -2.240889 0.13 -0.07 0.42 0.349
Co 0.754571 1.062651 -0.543737 -2.44 -1.82 1.67 0.006
Cl 0.803594 3.075770 0.460828 0.23 0.04 -0.18 -0.477
C -1.626214 4.484867 -0.951670 -1.12 0.04 -0.08 -0.238
O -1.797526 3.967723 -2.052871 0.31 0.27 0.93 -0.576
N -2.534545 4.433638 0.087529 0.14 0.28 -0.83 0.568
C -3.883295 3.919945 -0.159532 0.19 -0.44 -0.73 -0.763
C -2.462620 5.435104 1.141784 0.18 -0.21 -0.31 -1.156
H -0.734584 5.081942 -0.699221 -0.09 -0.19 -0.05 0.434
H -3.828454 3.014013 -0.820931 -0.11 0.96 0.70 0.051
H -4.496530 4.703311 -0.659150 0.21 -0.48 0.26 0.367
H -4.334449 3.653290 0.804712 0.10 0.01 -0.28 0.342
H -1.423603 5.709859 1.308443 0.05 0.04 0.06 0.320
H -2.876969 5.032187 2.062044 0.05 -0.07 0.05 0.389
H -3.028394 6.324033 0.864889 -0.09 0.20 -0.01 0.328
H 3.805299 -4.553746 1.703215 -0.10 0.64 0.20 0.266
H 0.356400 -3.868124 2.552573 0.05 0.01 -0.05 0.327
C 3.458976 -3.496256 1.689719 0.02 -0.25 -0.53 -0.542
C 1.096540 -3.081627 2.399062 -0.33 0.23 0.24 -0.847
N 2.036892 -3.413738 1.357003 -0.06 -0.32 0.21 0.258
H 4.008242 -2.955021 0.899740 0.04 -0.35 0.62 0.120
C 1.601374 -3.685706 0.113258 0.73 0.09 -0.89 -0.443
O 0.452948 -3.605825 -0.310564 -0.02 -0.20 0.53 -0.678
H 0.583852 -2.149887 2.155295 -0.11 -0.02 -0.01 0.114
H 2.440824 -3.859335 -0.594774 -0.81 -0.85 0.86 0.695
H 3.621559 -3.017008 2.673297 0.02 -0.32 -0.64 0.234
H 1.645266 -2.948032 3.324333 0.01 0.03 0.15 0.429
H -1.726683 -0.174988 -4.952983 0.45 -0.09 0.08 0.281
H -1.392160 -3.032084 -4.669388 0.26 0.10 0.02 0.323
C -0.632909 -0.261531 -4.822298 -0.16 0.10 -0.23 -0.878
C -0.353503 -2.714022 -4.497907 -0.18 0.08 0.20 -0.961
N -0.304080 -1.373599 -3.930552 0.15 0.37 0.23 0.499
H -0.260627 0.686729 -4.415425 -0.13 -0.40 -0.04 0.186
C 0.014930 -1.154637 -2.647695 -0.06 1.15 0.36 0.047
O 0.110842 0.019165 -2.195748 -0.25 -1.20 -0.71 -0.099
H 0.117681 -3.390752 -3.786343 -0.04 -0.13 -0.14 0.307
H 0.203920 -2.042636 -2.015287 -0.05 0.28 -0.15 -0.067
H -0.168784 -0.449884 -5.804823 -0.16 0.08 0.36 0.381
H 0.187124 -2.721143 -5.454688 -0.10 -0.07 0.31 0.307
O -0.190505 -0.469718 0.539551 0.39 0.95 -0.26 0.195
Si -1.740836 -0.450069 0.968960 -0.66 0.08 0.13 -0.567
C -2.011405 0.820900 2.356000 -0.17 0.05 0.03 0.363
C -2.257258 0.475911 3.693896 0.25 0.41 0.76 -0.348
C -2.064774 1.421447 4.724081 0.04 -0.15 -0.24 -0.749
C -1.523931 2.684461 4.428183 -0.27 -0.52 0.14 -0.820
C -1.307932 3.031403 3.097737 -0.37 -0.36 0.34 -0.890
C -1.659318 2.141868 2.084991 0.34 0.10 0.02 1.104
C -2.813562 -0.180195 -0.565534 -0.18 -0.01 0.09 1.406
C -3.831287 -1.061700 -0.984390 0.14 0.07 -0.37 -0.355
C -4.454479 -0.886579 -2.224291 -0.21 0.06 0.01 -0.757
C -4.120246 0.209500 -3.037798 -0.08 -0.72 0.29 -0.815
C -3.140019 1.088722 -2.607175 -0.16 0.28 -0.21 -0.571
C -2.503119 0.890149 -1.392106 -0.13 -0.02 -0.27 -1.149
C -2.647172 -1.914473 1.699916 0.89 -0.78 -0.44 0.310
C -2.140111 -3.223370 1.651952 -0.23 -0.22 0.37 -0.672
C -2.836953 -4.251365 2.293359 -0.33 -0.08 -0.03 -0.782
C -4.083656 -3.996099 2.895641 0.53 -0.27 -0.04 -0.665
C -4.621196 -2.720188 2.857847 0.21 0.65 -0.48 -0.807
C -3.905657 -1.684664 2.238402 -0.14 -0.54 0.47 -0.065
H -2.582189 -0.537091 3.974425 0.25 0.55 -0.21 0.273
H -2.297974 1.148722 5.764360 0.18 0.13 -0.53 0.368
H -1.283492 3.383077 5.234793 -0.07 -0.24 -0.27 0.352
H -0.829075 3.965470 2.866028 -0.07 0.29 -0.15 0.578
H -1.568130 2.470209 1.051706 0.08 -0.17 0.40 -0.220
H -4.117419 -1.915691 -0.360941 0.16 0.36 -0.26 0.307
H -5.227589 -1.601807 -2.545906 0.40 0.40 0.14 0.374
H -4.608498 0.338986 -4.002551 0.06 0.05 0.20 0.439
H -2.883242 1.957235 -3.198432 0.06 0.05 -0.05 0.506
H -1.726073 1.596990 -1.113361 -0.10 0.06 0.02 0.118
H -1.200931 -3.437448 1.119877 -0.55 0.19 0.33 0.760
H -2.419007 -5.265653 2.322524 -0.22 0.39 -0.07 0.406
H -4.623594 -4.796712 3.399344 0.13 0.12 -0.12 0.352
H -5.584022 -2.484492 3.294467 -0.04 -0.21 0.04 0.423
H -4.304306 -0.674427 2.205819 -0.11 -0.12 0.11 0.567
```
Positions in Å, forces in eV/Å.

The expectation value of S² is 6.027. For the HOMO energy (alpha / beta), the calculation gives -8.07 / -8.06 eV. Its charge is 0. The largest force on an atom is 0.0685 hartree/bohr. As for the spin multiplicity: 5. Its energy is -4150.2347 hartree.